The following is a DFT calculation (the ωB97M-V functional and the def2-TZVPD basis) of C34H48Br2ClF6I4N4O22P2 as an isolated structure.

Positions of all 123 atoms, in Å:
1 C 7.3176 0.7850 -5.8150
2 C -3.1461 0.8518 2.9220
3 F -0.3907 -3.8419 -6.8619
4 C -1.6500 4.2104 2.1007
5 Br -4.5800 2.3255 3.0393
6 H 0.6000 2.3373 -3.5741
7 O 2.5732 2.6369 -1.5731
8 H -5.6629 -5.2703 -3.8236
9 H -3.0797 4.4145 3.6672
10 H 8.1123 1.1165 -6.4753
11 C -3.2855 0.3030 1.4905
12 C -4.3881 -0.2019 0.9320
13 C 1.3606 1.6326 -3.2361
14 H -6.2656 0.4972 1.7224
15 C 2.7166 2.2504 -2.9491
16 O -2.8561 -2.6545 -4.3200
17 O -3.5182 -7.0341 -6.3071
18 O 0.8770 -0.2773 -9.2022
19 C -1.5368 3.2759 4.6612
20 H 6.6179 6.7466 0.6670
21 H -5.9814 -5.2082 -5.5660
22 Cl -5.0186 0.0403 4.8377
23 H -3.0788 0.8896 5.7393
24 N 4.0602 1.4539 3.5524
25 H -3.7589 -1.7333 6.4532
26 H -5.6277 -0.9651 2.5099
27 F -7.2027 -3.2852 -3.6467
28 I -0.2322 4.2299 6.1010
29 N -2.3588 -0.6327 8.0677
30 N -0.6501 1.1750 6.3902
31 C 1.7175 2.1928 4.0024
32 H 6.3895 2.7876 -5.8857
33 H -0.7668 -2.0725 3.9552
34 H -1.9683 3.2828 1.6598
35 I -1.5499 0.4674 0.3328
36 H 3.5165 1.5172 -3.0386
37 C 0.6079 -0.9467 -8.2678
38 H 1.8553 3.2622 4.1206
39 H -1.5020 -0.9092 8.5338
40 H -1.3192 1.7260 6.9064
41 H -1.1034 -1.5449 -6.1173
42 C -3.3998 -0.2054 4.1044
43 C 6.3879 5.7820 1.1078
44 C -1.4315 -7.7313 -5.7050
45 H -6.3327 -1.0488 0.9415
46 I -4.4522 -0.8672 -1.0298
47 O 6.7487 1.1286 -2.4742
48 H 2.4415 1.0398 2.2769
49 F -1.9969 -7.2205 -7.9676
50 H 4.2594 6.0055 0.5557
51 H 0.4101 -1.5169 -5.1898
52 O -4.1918 -4.3464 -4.9434
53 H -1.9284 -5.7714 -6.6029
54 H 4.5608 2.2739 3.8679
55 H 1.4620 -3.1194 -6.7426
56 H 4.6388 0.9268 2.9162
57 C -0.2999 -1.1362 3.6636
58 H -0.8974 -0.6746 2.8799
59 C 1.0692 -1.4731 3.1088
60 H 2.2433 2.2060 5.8634
61 O -5.0879 -2.5574 -3.9780
62 C 2.7915 1.8198 2.9410
63 C 5.3166 5.0587 2.9589
64 C -6.1814 -3.2873 -4.5297
65 H 0.3672 1.0619 2.7507
66 H 1.3853 -0.7331 2.3803
67 H -0.2559 0.4402 6.9553
68 H -3.6798 -2.7809 1.8484
69 C -3.9345 -3.1429 -4.4058
70 O 4.6690 4.5077 1.8939
71 H -2.3963 3.0838 5.2949
72 H -1.3631 -8.7484 -6.0911
73 O 7.7669 0.7739 -4.4549
74 O 5.0514 4.8236 4.0896
75 H -6.5080 -2.7949 -5.4460
76 O -1.9503 1.5302 2.9825
77 F 5.0581 4.4118 -0.3307
78 O 5.6793 1.5413 -4.4178
79 Br -5.1474 -3.1582 4.1093
80 F 1.4274 0.6136 -4.1191
81 H 7.1661 5.0617 0.8544
82 O 0.9905 1.1264 -1.9601
83 C 6.7448 1.1405 -3.6563
84 C -2.0113 4.3520 3.5754
85 O 0.4496 -0.4947 -6.9998
86 I -1.5200 6.4211 3.9685
87 C -3.5423 -7.3742 -4.9927
88 O 0.4223 -2.3024 -8.3029
89 H 2.6156 -2.6805 4.0078
90 O 1.9588 1.5483 5.2253
91 C 0.3230 1.9408 3.3780
92 P -2.4960 -1.2113 6.6598
93 O -2.9206 -2.4098 2.3239
94 H 6.9904 -0.2149 -6.1006
95 C -2.1656 -6.8329 -6.6855
96 O 6.2832 5.8948 2.5323
97 H -1.4906 -2.0623 6.2156
98 H -0.5927 4.3527 1.9126
99 C -1.0567 0.7089 5.1236
100 H 2.8864 -0.9656 4.2172
101 H 0.1794 2.7466 2.6692
102 C -5.5744 -4.6631 -4.7214
103 O 1.3285 1.8757 0.1373
104 C 6.1363 1.7359 -5.7457
105 H 2.9277 2.7089 2.3261
106 C 1.6151 1.8843 -1.0162
107 O -0.1887 -0.3120 4.8405
108 P -3.1688 -2.1850 3.8625
109 C -0.0158 -1.5755 -6.1865
110 C 2.1203 -1.7326 4.1901
111 H 2.9436 3.1132 -3.5666
112 C 5.0176 5.2418 0.7346
113 H -0.4451 -7.3713 -5.4313
114 O -2.3067 -7.7067 -4.5702
115 H 0.9241 -2.3946 2.5495
116 N -2.5298 0.1330 5.3205
117 C 0.4510 -2.7822 -6.9767
118 O -4.5169 -7.3527 -4.3156
119 F 5.1485 1.4071 -6.6068
120 C -1.0328 1.8931 4.1174
121 C -5.7199 -0.4255 1.5807
122 H -2.1561 5.0044 1.5632
123 H 1.6851 -1.7869 5.1815

As for the charge: +1.

These are the Löwdin partial charges, in e, on atoms 1 to 6: number 1, C, carries -0.039; number 2, C, carries -0.717; number 3, F, carries 0.064; number 4, C, carries -0.222; number 5, Br, carries 0.828; number 6, H, carries 0.178

The following is a DFT calculation (the ωB97M-V functional and the def2-TZVPD basis) of a 5-piece molecular cluster, C34H48ClFN5O7P2S overall.

Positions of all 99 atoms, in Å:
1 C -3.3153 4.3545 1.7129
2 C 10.4158 1.8974 -2.8367
3 C 10.5307 3.0606 -2.0950
4 H -2.6187 0.3253 6.1307
5 C 10.1769 3.0215 -0.7556
6 C -0.8198 -0.9115 5.6612
7 P -1.4473 -2.2320 4.4700
8 H -1.1192 1.2507 -7.0398
9 H -3.4976 6.4715 1.3520
10 H 9.8513 -0.1792 -2.7622
11 O -4.3908 -1.1648 1.6342
12 C 5.0788 1.1758 -0.0933
13 O -2.6964 -1.9112 -5.1311
14 H -1.4431 -4.6165 5.1305
15 C -1.8854 5.5708 0.2519
16 H -3.2585 0.4871 0.1613
17 H 10.8876 3.9779 -2.5441
18 C -2.7178 -1.2198 -2.5857
19 C -2.1627 3.1234 -7.1951
20 H -5.1761 1.3934 -5.6676
21 H -2.8433 2.2564 1.8340
22 H 0.3539 -0.2293 0.6070
23 C -4.2970 1.8595 -6.1008
24 C 3.7158 1.4180 -0.1866
25 H 0.0365 -1.3275 6.2294
26 C -2.8874 -0.5163 -0.1483
27 O -1.3589 -3.1843 1.7743
28 H -1.5702 6.4904 -0.2311
29 H -2.3091 -0.2608 -2.9511
30 H 0.0809 -3.7363 5.6634
31 C 5.9154 2.2393 0.2019
32 C -3.3701 3.7577 -6.9475
33 H 2.2084 -1.7034 1.6560
34 H -4.4550 -0.1278 -1.7106
35 C -3.1336 1.1323 -6.3036
36 C -2.9574 5.5601 1.1305
37 C 3.9880 3.6311 0.2816
38 C 5.3634 3.4960 0.3936
39 H 5.9849 4.3515 0.6253
40 C -1.5340 3.3364 0.5098
41 H -2.9239 -5.1995 3.4281
42 H 0.5388 -2.2956 2.8859
43 O -2.1567 -0.8189 2.0159
44 H -4.1481 4.3023 2.4042
45 H -4.6276 -3.6848 1.6144
46 C -4.2483 -0.3295 2.6748
47 H -0.3479 -1.7376 -0.0429
48 C -2.5926 3.2162 1.3988
49 S -3.3820 -2.2808 -3.8990
50 Cl -2.7621 -3.9214 -0.4471
51 H -2.7065 -1.3904 6.6114
52 C -3.7386 -0.9254 -1.4148
53 C 9.6220 0.8165 -0.8721
54 H -0.9355 2.4735 0.2359
55 O -4.9861 -2.1307 -4.0747
56 H 2.4423 -3.9920 0.2260
57 C -2.0465 1.7827 -6.8639
58 C 1.6494 -1.9650 0.7373
59 H 10.2542 3.9074 -0.1340
60 H -4.3660 -1.8142 -1.1915
61 H -0.5153 -0.0409 5.0397
62 C -3.0537 -1.4333 1.1036
63 H 10.6837 1.8856 -3.8864
64 C -2.5620 -2.9599 1.0710
65 H -5.1961 -2.7146 -4.8315
66 F 2.3690 -1.4113 -0.3755
67 H -0.2173 -0.4224 2.8910
68 H -0.1656 -4.3333 3.9358
69 C -3.2189 -5.1575 2.3559
70 H -1.3355 3.6653 -7.6347
71 H 3.0222 0.6182 -0.4183
72 O -2.9843 -3.6367 -3.5952
73 C -0.6492 -3.8961 4.8394
74 C 1.4957 -3.4796 0.4827
75 N -4.4314 3.1522 -6.4106
76 H 5.4719 0.1796 -0.2486
77 H 1.0754 -3.9151 1.4178
78 C -2.0349 -0.5024 6.5837
79 N 3.1626 2.6214 -0.0037
80 H 3.5088 4.5942 0.4266
81 N -1.1729 4.4876 -0.0647
82 H -3.5072 4.8074 -7.1866
83 H -1.8409 -0.3658 -0.4661
84 H 6.9868 2.0901 0.2811
85 C 0.2464 -1.3213 0.8139
86 P -0.7224 -1.7084 2.4253
87 H -1.7409 -0.3067 7.6349
88 H -3.6686 -3.1489 3.0242
89 H -1.8996 -1.8030 -2.1148
90 H 0.7210 -3.6745 -0.2911
91 H -3.0808 0.0857 -6.0303
92 H -2.3751 -5.5297 1.7486
93 H -4.6694 -6.2764 3.1173
94 C 9.9536 0.7491 -2.2162
95 N 9.7267 1.9285 -0.1348
96 H 9.2521 -0.0561 -0.3444
97 O -4.4069 -5.9700 2.2409
98 N -4.4826 0.5340 3.3566
99 C -3.6064 -3.6658 2.0450

As for the charge: -1.

These are the Löwdin partial charges, in e, on atoms 1 to 6: number 1, C, carries -0.080; number 2, C, carries -0.085; number 3, C, carries -0.078; number 4, H, carries 0.059; number 5, C, carries -0.157; number 6, C, carries -0.450

| no. | strongest force on any atom (eV Å⁻¹) | LUMO energy (eV) | E_HOMO (eV) |
| --- | --- | --- | --- |
| 1 | 1.6 | -3.2 | -10.188 |
| 2 | 5.1 | 2.0 | -3.972 |